# 1
This record from the OMol25 dataset describes one molecule with the formula C7H14 in a non-equilibrium geometry. The level of theory is ωB97M-V/def2-TZVPD.

Cartesian coordinates (Å):
1 H -0.89248 -2.43877 0.40739
2 H -0.81664 -0.59385 -1.58236
3 H 0.75187 1.85752 0.93122
4 H -0.34013 -1.35137 2.11344
5 H 1.55848 2.10161 -1.56806
6 C -0.54554 0.12128 0.37198
7 H 2.39033 0.06330 0.50077
8 H 0.53737 0.46960 -1.81398
9 H -1.96594 -0.35251 1.92089
10 C 0.14500 1.42691 0.03600
11 C -0.93943 -0.72671 -0.57054
12 H -0.53726 2.03050 -0.49872
13 H -0.50754 0.49668 2.38945
14 C -0.90654 -0.34781 1.80415
15 C 2.43789 0.55547 -0.50018
16 C -1.66164 -1.95855 -0.17028
17 H 2.82222 -0.23384 -1.08571
18 C 1.19907 1.09614 -1.10103
19 H 3.10389 1.41722 -0.27721
20 H -1.95498 -2.48102 -1.08372
21 H -2.52199 -1.98542 0.42610

As for the relative energy (zero: lowest compared OMol25 entry of this formula, charge and spin): 59.5 kcal/mol. Its frontier orbital gap is 9.82 eV. The HOMO energy is -8.74 eV. The value obtained for the lowest unoccupied orbital energy is 1.1 eV.

---

# 2
This record from the OMol25 dataset describes C18H48F4HgN4O18S4 as an isolated structure in a non-equilibrium geometry. The level of theory is ωB97M-V/def2-TZVPD.

Cartesian coordinates (Å):
1 H 30.01018 8.99290 7.03985
2 C 23.28502 -3.23602 10.86739
3 N 18.93965 3.70540 14.93658
4 O 30.71379 8.95578 8.97062
5 H 24.26945 5.77890 9.15123
6 N 28.17963 9.36243 9.93010
7 H 25.62199 -1.83481 7.07582
8 O 24.32064 1.91638 12.27604
9 H 22.20528 -5.50510 11.93691
10 C 24.25726 6.85878 9.00355
11 H 21.08998 -4.07803 12.00034
12 O 22.62917 1.94336 10.33558
13 O 25.37269 6.20709 15.39567
14 H 18.30258 -0.11280 13.83623
15 O 25.79941 0.08331 7.54676
16 H 23.21480 -1.17885 6.49855
17 H 25.20499 -2.40779 11.58431
18 F 16.95360 2.52487 14.52152
19 H 30.81969 10.94645 9.54433
20 H 23.51556 -4.18330 10.37994
21 N 24.81307 -1.96545 9.45209
22 C 22.00209 -4.53312 12.38642
23 H 27.71531 7.57163 15.93938
24 H 28.63291 6.90679 14.61275
25 C 31.26437 10.24947 8.83399
26 O 16.57379 4.52795 15.72179
27 H 26.82603 -1.37876 9.91059
28 H 24.42445 6.88807 7.92685
29 H 27.30884 6.75693 10.06195
30 H 27.60907 9.28595 7.86076
31 Hg 20.60901 2.36720 14.46906
32 H 17.06566 -0.17786 12.09434
33 H 27.05874 8.47054 11.45456
34 O 21.29401 0.02933 8.97180
35 C 26.95273 8.76659 10.41090
36 H 32.31876 10.26287 9.10999
37 C 26.51135 1.15594 8.22988
38 H 29.31253 7.77980 8.16308
39 H 19.88649 0.85010 11.78572
40 N 21.79166 2.77556 12.71417
41 C 24.43710 -2.22887 10.83169
42 C 17.87776 0.02529 11.39625
43 H 22.75259 -1.99297 7.91655
44 H 26.70653 7.41826 8.65164
45 H 20.89400 -0.87233 5.97978
46 H 27.08778 5.12454 14.78188
47 O 21.17684 -1.63944 6.48292
48 H 24.45866 -1.06108 9.17531
49 H 23.15209 0.29047 8.25833
50 H 28.71579 10.63123 8.29812
51 O 22.44944 4.78540 11.06650
52 O 23.70604 4.45078 13.22134
53 F 21.39323 4.94372 13.11825
54 C 26.58657 6.08279 14.64537
55 C 26.19610 -1.85111 9.15681
56 H 27.30266 -1.18754 7.27064
57 H 26.31571 6.21432 13.59779
58 S 19.12911 5.36419 15.64871
59 H 21.74967 -4.85177 13.39778
60 H 22.45511 -2.76678 10.33903
61 H 26.77378 -2.77445 9.19961
62 H 23.94862 -1.29397 11.10640
63 O 27.34082 8.43794 14.18718
64 O 23.01243 -3.48400 12.29608
65 S 17.61684 3.48019 15.68065
66 H 19.49992 -0.92874 12.09180
67 C 22.14284 0.02919 7.94015
68 O 19.03606 5.57139 17.10534
69 H 17.87623 -0.81446 10.70133
70 C 26.30557 -1.26399 7.70431
71 S 22.92712 1.92969 11.78295
72 C 28.42478 9.60254 8.51075
73 H 26.13065 9.48091 10.36567
74 H 22.01048 0.82465 7.20678
75 H 27.56958 0.89735 8.26689
76 H 28.17571 8.89742 14.07132
77 F 22.28864 0.53164 12.27129
78 O 18.90073 6.51351 14.78288
79 S 22.56006 4.11715 12.38465
80 H 31.27362 10.72972 7.85553
81 O 17.50341 2.57673 16.82259
82 H 21.42368 0.82111 9.49892
83 H 18.60429 1.43080 10.07887
84 O 25.21946 7.22870 10.02694
85 H 23.30953 7.31802 9.28461
86 C 22.37628 -1.27450 7.18834
87 O 17.79264 1.17441 10.52281
88 C 26.57852 7.49547 9.73134
89 C 19.15480 0.10516 12.09844
90 C 27.64032 7.25429 14.89930
91 C 29.66387 8.80609 8.05635
92 H 24.78585 5.61343 14.92155
93 H 26.42907 0.94697 9.29650
94 F 20.72949 5.37696 15.58466
95 O 18.95453 0.49480 13.47934
96 H 26.26845 2.16039 7.88322
97 H 29.01010 8.90189 10.27409

Its frontier orbital gap is 3.53 eV. The HOMO energy is -8.32 eV. The value obtained for the lowest unoccupied orbital energy is -4.8 eV.